C39H38N2O3V as an isolated structure. Source: OMol25; level of theory: ωB97M-V/def2-TZVPD.

Summary:
ΔE to the lowest compared entry with this formula, charge and spin = 0.0000 eV
HOMO-LUMO gap = 7.22 eV
LUMO = -9.5 eV
strongest force on any atom = 0.5 eV Å⁻¹
charge = +3

Cartesian coordinates (Å):
V  0.825  0.630  0.204
O  0.521  0.277  1.708
C  -2.896  -0.487  1.661
C  -2.395  0.562  0.689
C  -2.043  0.150  -0.711
C  -3.087  -0.148  -1.567
C  -2.828  -0.425  -2.894
C  -1.511  -0.416  -3.319
C  -0.485  -0.154  -2.428
C  0.925  -0.103  -2.983
C  1.945  -1.161  -2.623
O  1.952  -0.332  -0.340
C  3.321  -0.861  -2.808
C  4.216  -1.905  -3.155
C  5.544  -1.641  -3.424
C  6.013  -0.338  -3.354
C  5.153  0.716  -3.020
C  3.832  0.465  -2.764
C  1.537  -2.495  -2.274
C  0.452  -3.118  -2.912
C  0.185  -4.455  -2.680
C  0.953  -5.166  -1.764
C  1.997  -4.547  -1.081
C  2.306  -3.230  -1.349
N  -0.750  0.157  -1.130
C  -3.312  -0.049  2.944
C  -3.345  -0.987  4.010
C  -3.733  -0.604  5.276
C  -4.111  0.712  5.509
C  -4.078  1.662  4.481
C  -3.668  1.298  3.224
C  -3.026  -1.873  1.314
C  -4.181  -2.578  1.710
C  -4.330  -3.913  1.386
C  -3.315  -4.575  0.711
C  -2.152  -3.901  0.339
C  -2.015  -2.558  0.608
H  -1.602  1.133  1.174
H  -3.226  1.269  0.598
H  -4.099  -0.138  -1.187
H  -3.632  -0.629  -3.589
H  -1.274  -0.604  -4.358
H  1.354  0.881  -2.790
H  0.849  -0.147  -4.076
H  3.842  -2.909  -3.290
H  6.206  -2.445  -3.712
H  7.053  -0.129  -3.568
H  5.540  1.724  -2.964
H  3.198  1.288  -2.462
H  -0.120  -2.593  -3.663
H  -0.606  -4.947  -3.229
H  0.742  -6.213  -1.585
H  2.579  -5.102  -0.357
H  3.109  -2.735  -0.820
H  -2.996  -1.996  3.839
H  -3.734  -1.322  6.084
H  -4.431  1.010  6.499
H  -4.391  2.678  4.676
H  -3.688  2.045  2.442
H  -4.980  -2.051  2.215
H  -5.235  -4.434  1.663
H  -3.426  -5.626  0.475
H  -1.351  -4.430  -0.158
H  -1.088  -2.063  0.355
O  1.300  2.446  0.003
C  2.186  3.232  0.489
C  2.786  3.006  1.828
C  2.071  4.092  2.713
C  0.717  4.653  2.203
C  0.764  5.739  1.105
C  1.170  5.248  -0.286
N  2.381  4.409  -0.077
H  3.863  3.173  1.827
H  2.589  1.994  2.177
H  2.759  4.927  2.852
H  1.916  3.647  3.694
H  0.236  5.106  3.069
H  0.055  3.833  1.901
H  1.460  6.523  1.421
H  -0.213  6.219  1.030
H  1.415  6.061  -0.963
H  0.408  4.628  -0.753
H  3.129  4.938  0.358



C39H38N2P2SSe2Te2Ti as an isolated structure. Source: OMol25; level of theory: ωB97M-V/def2-TZVPD.

Summary:
HOMO-LUMO gap (spin up / spin down) = 4.14 / 4.28 eV
LUMO (spin up / spin down) = 3.9 / 3.9 eV
strongest force on any atom = 2.5 eV Å⁻¹
charge = -2

Cartesian coordinates (Å):
Ti  -0.681  -1.992  1.036
C  -0.648  -3.416  4.593
Se  -1.051  -3.836  2.672
C  -2.994  -3.890  3.032
C  -3.635  -2.560  2.724
Se  -3.135  -1.729  0.991
C  -3.915  0.027  1.695
H  -0.851  -4.309  5.187
H  -1.226  -2.571  4.969
H  0.413  -3.177  4.638
H  -3.110  -4.121  4.094
H  -3.424  -4.684  2.432
H  -3.345  -1.809  3.461
H  -4.726  -2.627  2.704
H  -3.237  0.514  2.398
H  -4.879  -0.164  2.170
H  -4.057  0.671  0.830
S  1.636  -2.781  1.594
C  1.077  -1.199  2.068
C  1.986  -0.027  1.827
C  1.086  1.650  2.845
C  -0.188  1.198  3.474
C  -0.634  -0.072  3.382
N  -0.041  -1.173  2.830
H  2.834  -0.326  1.219
H  1.272  2.710  3.036
H  -0.793  1.934  3.991
H  -1.593  -0.299  3.849
Te  0.265  1.094  -3.017
C  1.364  2.913  -2.713
C  2.721  2.998  -3.024
C  3.379  4.206  -2.871
N  2.799  5.325  -2.435
C  1.502  5.236  -2.133
C  0.752  4.080  -2.260
C  0.548  0.117  -1.105
P  -0.301  0.559  0.419
C  1.188  1.219  1.339
C  2.018  2.148  0.519
C  3.225  2.620  0.860
C  3.968  2.325  2.080
C  3.603  1.505  3.074
C  2.319  0.742  3.140
C  -1.266  2.074  0.126
C  -1.053  3.295  0.765
C  -1.885  4.377  0.510
C  -2.929  4.263  -0.397
C  -3.150  3.052  -1.042
C  -2.333  1.967  -0.773
P  0.074  -1.600  -1.228
C  1.559  -2.499  -1.791
C  2.809  -1.896  -1.720
C  3.950  -2.602  -2.071
C  3.848  -3.923  -2.486
C  2.605  -4.540  -2.526
C  1.462  -3.837  -2.176
C  -1.010  -1.829  -2.706
C  -2.377  -1.591  -2.568
C  -3.220  -1.582  -3.667
C  -2.706  -1.816  -4.935
C  -1.353  -2.076  -5.087
C  -0.510  -2.082  -3.984
H  3.249  2.120  -3.372
H  4.437  4.292  -3.108
H  1.044  6.152  -1.769
H  -0.299  4.077  -1.998
H  1.604  2.449  -0.432
H  3.714  3.288  0.157
H  4.923  2.837  2.174
H  4.270  1.392  3.923
H  2.259  0.147  4.053
H  -0.227  3.405  1.455
H  -1.712  5.318  1.020
H  -3.565  5.116  -0.605
H  -3.961  2.958  -1.754
H  -2.521  1.010  -1.246
H  2.870  -0.866  -1.386
H  4.922  -2.126  -2.013
H  4.739  -4.474  -2.768
H  2.523  -5.580  -2.825
H  0.488  -4.315  -2.177
H  -2.779  -1.413  -1.584
H  -4.280  -1.407  -3.529
H  -3.358  -1.795  -5.801
H  -0.946  -2.268  -6.074
H  0.546  -2.283  -4.112
Te  -1.943  -4.218  -0.090



C39H39AsBr2KN4O3 as an isolated structure. Source: OMol25; level of theory: ωB97M-V/def2-TZVPD.

Summary:
ΔE to the lowest compared entry with this formula, charge and spin = 0.7078 eV
HOMO-LUMO gap = 8.66 eV
LUMO = -2.2 eV
strongest force on any atom = 3.2 eV Å⁻¹
charge = +1

Cartesian coordinates (Å):
K  11.500  12.951  13.162
C  13.656  11.806  16.706
C  13.996  11.287  15.320
C  14.753  12.035  14.435
C  14.907  11.627  13.079
C  15.828  12.427  12.178
C  14.317  10.443  12.695
C  13.555  9.636  13.641
C  12.926  8.310  13.255
C  13.406  10.095  14.928
H  13.859  12.843  16.789
H  14.189  11.259  17.460
H  12.562  11.688  16.860
H  15.312  12.897  14.797
H  16.882  12.484  12.492
H  15.502  13.483  12.102
H  15.803  11.997  11.186
H  14.452  10.040  11.679
H  12.430  7.791  14.066
H  13.533  7.668  12.589
H  12.076  8.651  12.685
H  12.799  9.494  15.644
C  7.554  15.296  10.542
O  8.865  15.853  10.521
C  9.801  15.188  11.177
O  9.609  14.101  11.699
N  10.940  15.886  11.179
N  12.074  15.370  11.873
H  6.889  16.039  10.027
H  7.242  15.175  11.575
H  7.563  14.323  9.976
H  10.818  16.864  10.970
H  11.876  15.453  12.879
H  12.809  15.977  11.696
Br  9.826  11.272  6.516
C  10.561  11.342  8.279
C  11.677  12.156  8.539
C  11.957  12.288  9.882
N  11.353  11.657  10.850
C  10.392  10.798  10.587
C  9.970  10.613  9.288
C  9.848  9.906  11.665
C  9.203  8.686  11.398
C  8.557  8.028  12.440
Br  7.563  6.454  12.264
C  8.644  8.589  13.714
C  9.476  9.694  13.901
N  9.979  10.413  12.882
H  12.147  12.718  7.762
H  12.867  12.844  10.103
H  9.157  9.880  9.117
H  9.133  8.230  10.379
H  8.198  8.098  14.583
H  9.642  10.067  14.892
O  10.994  15.134  14.550
As  11.227  16.309  15.676
C  11.026  17.913  14.681
C  11.833  19.031  14.877
C  11.743  20.105  13.974
C  10.824  20.032  12.916
C  10.033  18.942  12.705
C  10.124  17.891  13.634
C  13.055  16.319  16.268
C  14.042  16.940  15.524
C  15.373  16.840  15.938
C  15.768  15.992  16.967
C  14.765  15.365  17.679
C  13.411  15.578  17.363
C  10.046  16.067  17.145
C  9.078  15.069  17.001
C  8.232  14.801  18.051
C  8.369  15.446  19.290
C  9.289  16.527  19.368
C  10.165  16.791  18.347
H  12.575  19.097  15.693
H  12.355  20.987  14.152
H  10.620  20.950  12.333
H  9.363  18.870  11.865
H  9.542  16.942  13.478
H  13.814  17.576  14.695
H  16.113  17.354  15.271
H  16.808  15.849  17.206
H  14.962  14.597  18.445
H  12.690  15.027  17.958
H  9.088  14.431  16.121
H  7.580  13.866  17.976
H  7.687  15.314  20.074
H  9.369  17.139  20.266
H  10.991  17.504  18.449



C39H39BCl3GeN11O2Tc as an isolated structure. Source: OMol25; level of theory: ωB97M-V/def2-TZVPD.

Summary:
ΔE to the lowest compared entry with this formula, charge and spin = 0.7176 eV
HOMO-LUMO gap (spin up / spin down) = 5.15 / 4.33 eV
spin multiplicity = 4
LUMO (spin up / spin down) = -13.0 / -13.8 eV
strongest force on any atom = 2.7 eV Å⁻¹
charge = +4

Cartesian coordinates (Å):
Tc  -1.269  1.032  -0.297
C  2.442  0.515  3.815
O  1.563  1.702  3.572
C  0.632  1.397  2.754
N  0.777  0.163  2.232
C  2.197  -0.311  2.565
C  2.512  -1.776  2.646
C  1.718  -2.741  3.265
C  2.180  -4.044  3.391
C  3.451  -4.383  2.943
C  4.252  -3.422  2.341
C  3.777  -2.132  2.174
C  -0.291  2.502  2.402
C  -0.365  3.555  3.305
C  -1.009  4.734  2.941
C  -1.482  4.847  1.647
C  -1.378  3.743  0.811
N  -0.857  2.559  1.173
C  -1.789  3.779  -0.605
N  -1.756  2.694  -1.317
C  -2.177  3.061  -2.719
C  -2.281  4.601  -2.613
O  -2.095  4.892  -1.171
C  -1.231  2.558  -3.774
C  0.121  2.892  -3.727
C  0.986  2.452  -4.714
C  0.502  1.682  -5.767
C  -0.847  1.370  -5.835
C  -1.712  1.806  -4.839
H  2.125  0.077  4.760
H  3.454  0.900  3.892
H  2.789  0.120  1.756
H  0.753  -2.508  3.690
H  1.565  -4.785  3.885
H  3.825  -5.388  3.089
H  5.252  -3.673  2.011
H  4.413  -1.387  1.707
H  0.089  3.463  4.282
H  -1.094  5.554  3.642
H  -1.926  5.761  1.273
H  -3.168  2.641  -2.875
H  -3.253  4.997  -2.890
H  -1.488  5.128  -3.136
H  0.492  3.543  -2.943
H  2.031  2.735  -4.690
H  1.173  1.357  -6.551
H  -1.232  0.810  -6.677
H  -2.771  1.598  -4.925
C  -1.000  -0.677  4.480
C  -1.175  -1.024  3.049
C  -2.188  -1.751  2.431
C  -1.915  -1.729  1.091
N  -0.764  -1.039  0.815
N  -0.316  -0.643  2.076
B  0.180  -1.593  -0.522
N  1.262  -0.553  -0.685
C  2.603  -0.571  -0.848
C  3.047  0.728  -0.920
C  1.908  1.528  -0.797
C  1.878  3.017  -0.765
N  0.822  0.745  -0.682
N  -0.893  -1.524  -1.602
C  -1.300  -2.435  -2.510
C  -2.465  -1.997  -3.089
C  -2.760  -0.774  -2.481
C  -3.983  0.044  -2.684
N  -1.785  -0.475  -1.597
N  0.645  -3.031  -0.309
C  -0.151  -4.135  -0.089
C  0.658  -5.223  -0.114
C  1.999  -4.691  -0.384
C  3.235  -5.455  -0.608
N  1.948  -3.372  -0.475
H  -1.734  -1.222  5.072
H  -0.007  -0.945  4.841
H  -1.178  0.387  4.650
H  -3.041  -2.195  2.917
H  -2.475  -2.171  0.281
H  3.132  -1.505  -0.905
H  4.061  1.061  -1.069
H  2.425  3.419  -1.618
H  0.869  3.417  -0.793
H  2.383  3.388  0.130
H  -0.730  -3.333  -2.696
H  -3.043  -2.498  -3.849
H  -4.114  0.286  -3.737
H  -4.855  -0.537  -2.380
H  -3.979  0.961  -2.100
H  -1.214  -4.067  0.062
H  0.380  -6.258  0.013
H  3.249  -6.371  -0.017
H  3.279  -5.763  -1.662
H  4.116  -4.850  -0.405
Cl  -4.939  -0.580  0.633
Ge  -3.628  1.096  0.804
Cl  -3.368  1.382  2.958
Cl  -4.684  2.857  0.190